# 1
Below is a molecular structure, C35H42BrI2N12O5Sn, with properties calculated with the ωB97M-V functional and the def2-TZVPD basis.

Computed properties:
Net charge = +3
Gap between HOMO and LUMO (alpha / beta) = 5.32 / 4.94 eV
Highest occupied orbital energy (alpha / beta) = -0.52688 / -0.52649 Ha
2S+1 = 1

The geometry in XYZ format:
```
98
Properties=species:S:1:pos:R:3:forces:R:3
Sn -0.26661 -1.72767 0.81070 0.430 1.604 0.243
I 0.83239 -5.32681 -3.23964 -0.366 -0.062 0.028
C -0.89956 -5.24887 -2.08339 0.649 0.038 -0.233
C -2.01062 -6.00463 -2.38030 -0.021 0.069 0.064
C -3.12160 -5.99663 -1.53483 -0.459 -0.455 -0.253
I -4.74454 -7.20334 -2.04248 0.497 0.355 0.153
C -3.13962 -5.17834 -0.35756 0.128 0.315 0.263
C -4.19767 -5.11174 0.56965 -0.042 0.040 0.042
C -4.12717 -4.24127 1.63223 0.101 -0.039 -0.186
C -3.02249 -3.38975 1.73776 -0.299 0.043 0.315
N -1.99738 -3.47118 0.91042 0.036 0.073 -0.046
C -2.02760 -4.35966 -0.09341 -0.295 -0.071 -0.116
C -0.84018 -4.39530 -0.93330 -0.306 -0.222 -0.214
O 0.15165 -3.70195 -0.63966 0.305 0.487 0.125
H -2.02249 -6.60974 -3.27613 0.002 -0.064 0.034
H -5.06964 -5.73679 0.43487 -0.007 -0.043 0.010
H -4.91704 -4.19271 2.36717 -0.030 0.053 -0.015
H -2.95383 -2.62933 2.50781 -0.070 -0.166 0.034
N -1.68708 0.47045 1.44100 0.469 -0.547 0.018
C -1.78543 1.54138 0.47507 0.621 0.025 -1.567
C -3.24327 1.91957 0.12393 0.147 0.093 0.149
C -3.58528 2.35175 -1.30717 0.265 0.032 0.175
C -2.88844 3.60471 -1.85249 -0.152 -0.281 -0.108
N -2.82627 4.70929 -0.89792 -0.196 0.057 -0.061
C -1.71917 5.29415 -0.44441 -0.031 0.081 0.190
N -1.81324 6.47158 0.18476 0.014 0.105 0.030
N -0.53714 4.71227 -0.55436 0.160 -0.178 -0.186
C -0.98981 1.06975 -0.83303 -0.770 1.561 2.170
O -0.31721 1.94567 -1.39692 -0.066 -0.243 -0.666
O -1.12323 -0.13707 -1.07748 0.438 -1.931 -0.797
H -2.51652 -0.10745 1.50037 -0.147 0.265 0.186
H -1.40890 0.75013 2.37240 -0.231 0.092 -0.030
H -1.22525 2.40610 0.83051 -0.100 -0.029 0.218
H -3.55348 2.71257 0.80889 -0.125 -0.143 0.100
H -3.86438 1.04473 0.33256 -0.065 0.049 0.053
H -4.66461 2.51334 -1.33495 -0.015 -0.056 -0.022
H -3.36745 1.53350 -1.99649 -0.046 0.025 -0.083
H -3.45279 3.94592 -2.72219 0.104 0.071 -0.006
H -1.88811 3.36455 -2.19312 0.052 0.068 0.017
H -3.70027 5.18194 -0.72545 0.080 0.095 0.067
H -2.67405 6.98862 0.22946 -0.015 -0.023 -0.100
H -0.99202 6.92746 0.54374 -0.005 -0.040 0.040
H -0.43852 3.76763 -0.94184 0.057 -0.078 0.043
H 0.30904 5.22021 -0.34334 -0.035 0.007 -0.103
N 5.51250 -4.61902 0.42028 -0.024 -0.009 0.018
C 4.31483 -4.44726 1.31018 -0.680 0.238 0.232
C 3.23889 -3.56619 0.64857 0.111 -0.039 -0.110
N 2.07498 -3.37669 1.48935 -0.142 0.026 0.205
H 6.17656 -5.28746 0.82131 0.035 0.035 -0.071
H 5.99929 -3.72862 0.28913 0.044 -0.059 -0.036
H 5.22938 -4.96284 -0.50149 0.099 -0.024 0.017
H 4.64745 -4.00223 2.24749 0.145 -0.063 -0.059
H 3.90341 -5.43398 1.52137 0.182 -0.056 -0.049
H 2.90610 -4.02804 -0.28637 0.064 0.054 -0.054
H 3.65073 -2.57984 0.42026 -0.004 -0.006 -0.088
H 2.28251 -2.83509 2.32361 -0.068 -0.009 -0.019
H 1.66896 -4.26449 1.76560 -0.027 0.022 0.033
Br -2.94691 -1.12808 5.35108 -0.016 0.045 0.246
C -1.17135 -0.70609 5.87100 0.238 -0.073 -0.371
C -0.97548 -0.33646 7.19344 -0.154 -0.053 -0.143
C 0.28497 0.03208 7.62983 0.031 0.012 0.089
C 1.35999 0.03370 6.75678 0.109 -0.001 -0.034
C 1.17364 -0.35566 5.44571 -0.058 -0.040 -0.047
C -0.08425 -0.73995 4.97547 -0.409 -0.098 -0.261
C -0.17469 -1.17254 3.53240 0.089 0.188 1.402
O 0.89388 -1.15971 2.85564 0.014 -0.186 -1.152
O -1.25681 -1.52611 3.01092 0.222 -0.590 -0.436
H -1.81017 -0.33749 7.87935 -0.039 0.021 -0.021
H 0.42264 0.32007 8.66268 0.000 0.012 0.025
H 2.34128 0.32993 7.09864 0.014 0.007 0.019
H 2.00127 -0.37352 4.75166 0.034 0.021 0.036
C 1.66932 -1.02436 -2.55739 -0.129 0.100 0.022
C 1.90561 -0.13492 -1.39291 -0.015 0.007 -0.261
N 1.60799 -0.42193 -0.13760 -0.423 -0.397 0.397
C 1.97748 0.66576 0.62589 0.137 0.157 0.156
C 2.52725 1.60494 -0.17967 0.030 -0.136 0.097
N 2.47522 1.08814 -1.45858 -0.023 -0.181 0.298
C 2.97297 1.75286 -2.65081 0.200 0.260 0.018
N 2.46783 3.09274 -2.79095 -0.412 -0.026 -0.353
N 2.71341 4.03140 -1.85653 0.262 -0.132 0.313
N 2.24253 5.15187 -2.23328 -0.024 0.428 0.140
C 1.67705 5.00882 -3.47765 0.027 -0.849 -0.167
C 1.07608 5.93325 -4.33639 0.031 0.005 0.038
C 0.59080 5.45215 -5.52927 -0.007 0.215 0.068
C 0.67568 4.08846 -5.86556 -0.039 -0.157 0.038
C 1.27061 3.16475 -5.03621 0.019 -0.080 -0.097
C 1.79593 3.65550 -3.84212 -0.119 0.434 0.105
H 1.33656 -1.99310 -2.19121 0.001 -0.044 -0.066
H 2.57455 -1.15520 -3.15092 -0.002 -0.050 -0.018
H 0.88296 -0.61262 -3.19229 -0.011 -0.009 -0.008
H 1.83245 0.66761 1.69202 0.028 0.075 0.002
H 2.92640 2.58180 0.01501 0.049 0.030 0.026
H 2.66031 1.18927 -3.52638 0.057 0.013 0.037
H 4.06488 1.79393 -2.60728 -0.100 -0.069 -0.017
H 1.03175 6.98015 -4.07194 -0.052 0.032 -0.022
H 0.13816 6.13526 -6.23414 -0.022 0.002 -0.007
H 0.25094 3.75956 -6.80385 0.033 -0.016 -0.032
H 1.31853 2.11846 -5.30533 0.034 -0.015 -0.050
```
Forces are in eV/Å.


# 2
Below is 7 unconnected molecules or ions with the total composition C21H42F3NO16, with properties calculated with the ωB97M-V functional and the def2-TZVPD basis.

Computed properties:
Net charge = 0
Gap between HOMO and LUMO = 7.34 eV
Highest occupied orbital energy = -0.27375 Ha
2S+1 = 1

The geometry in XYZ format:
```
83
Properties=species:S:1:pos:R:3:forces:R:3
N -0.38512 -0.26216 0.31002 -1.124 4.083 2.190
H -0.53312 0.55884 -0.30398 -1.079 0.075 0.946
H 0.34688 -0.61816 -0.14398 4.073 -3.011 -1.663
H -1.13712 -0.85316 0.47602 -2.312 -1.600 -0.784
H -0.15412 -0.00216 1.28502 0.637 0.926 -0.565
O -0.34412 2.59984 1.52102 0.056 0.107 0.631
H -0.32412 3.09284 2.38102 -0.067 -0.789 -1.173
C -0.98612 -5.13016 -0.09798 -0.731 -2.110 -5.780
C -0.02212 -4.38116 -1.26198 -4.086 -1.608 5.191
O 1.17788 -4.90616 -0.76198 1.065 5.399 -7.354
C 1.09288 -5.70516 0.15502 4.455 -6.675 8.414
O 2.06988 -6.23416 0.75702 -3.200 1.924 -2.597
O -0.13412 -5.95916 0.58502 -0.811 -0.408 0.124
F -0.20612 -3.05416 -1.03998 1.196 0.668 -0.038
H -1.96112 -5.59316 -0.53698 2.144 -0.424 0.068
H -1.48612 -4.49916 0.45802 -1.483 4.059 3.436
H -0.52712 -4.55416 -2.18298 1.383 -0.764 -1.502
C -2.40212 3.55484 -1.04898 0.590 -2.292 0.479
C -1.78112 4.77384 -0.44998 -1.077 1.219 -1.115
O -2.89712 5.40884 0.12202 0.731 1.820 1.453
C -4.05412 4.81384 -0.10598 -1.160 -0.812 -0.216
O -5.15612 5.10884 0.26502 1.091 0.368 -0.041
O -3.81412 3.73384 -0.84798 0.288 -1.302 -0.851
F -1.28612 5.62084 -1.41398 -0.063 0.265 -0.613
H -2.01512 2.65784 -0.45598 -0.705 1.056 -0.612
H -2.18412 3.38684 -2.11698 -0.091 0.402 0.490
H -0.98712 4.71384 0.23702 0.552 -0.894 1.228
C 1.99688 4.33084 0.05102 -3.576 -2.474 4.491
C 1.72488 3.11784 -0.82198 -0.166 2.600 -1.370
O 3.04588 2.85684 -1.24798 0.110 -0.239 -2.150
C 3.91188 3.42984 -0.41598 5.556 -1.795 -1.404
O 5.15188 3.22484 -0.51898 -4.459 0.940 0.737
O 3.27588 4.12284 0.47002 2.804 0.105 1.997
F 0.79588 3.20384 -1.86798 1.686 0.325 1.276
H 1.42388 4.68084 1.01302 0.164 -2.409 -1.430
H 2.01088 5.23684 -0.25198 -0.219 5.918 -4.330
H 1.55388 2.30184 -0.27398 -2.017 -2.984 2.270
C 0.33988 -3.17316 2.78202 2.793 -0.244 0.372
O 1.06088 -1.90816 2.49502 -1.801 -2.538 -0.910
C 1.84888 -1.41416 3.51402 -0.197 1.723 -2.284
C 2.63888 -0.29316 2.89502 -1.553 1.581 5.117
O 2.99988 -0.67216 1.73802 0.414 -3.484 -6.073
C 3.75088 0.17184 1.00502 0.225 2.974 -2.556
C 4.17688 -0.24316 -0.48098 -3.108 2.650 -1.053
O 3.02988 -0.78016 -1.19898 0.177 1.160 0.982
C 3.36588 -1.53316 -2.34698 -3.556 1.019 2.623
H -0.18612 -3.47916 1.83802 0.576 0.322 1.172
H -0.29012 -2.89416 3.59002 -1.199 -0.279 0.546
H 1.04488 -4.05816 3.24902 -1.391 2.160 -1.625
H 2.58488 -2.02816 3.82602 2.010 -3.064 1.169
H 1.31788 -1.03316 4.30502 -1.576 0.718 2.208
H 3.45388 -0.10216 3.56402 1.150 0.135 0.769
H 2.10488 0.63084 2.94102 -0.962 1.082 -0.524
H 4.69788 0.14984 1.42702 2.223 0.897 1.217
H 3.30288 1.25084 1.10002 0.795 -1.660 -0.498
H 4.87988 -1.00516 -0.42198 1.583 -1.387 0.164
H 4.57888 0.67784 -1.13998 -0.583 -1.820 2.020
H 3.77288 -1.02116 -3.09998 0.595 3.157 -3.536
H 2.41788 -1.98316 -2.57598 0.277 -1.046 -0.584
H 4.20188 -2.01716 -2.12198 2.943 -3.950 1.310
C 0.55588 0.08184 -3.40298 1.549 1.443 0.257
O -0.64512 0.53784 -2.77598 -0.079 1.364 0.949
C -1.83712 -0.20816 -3.05198 0.264 4.709 -3.364
C -3.05012 0.09484 -2.30498 -3.196 3.297 -8.850
O -2.99112 -0.18116 -1.11598 1.389 -2.743 10.788
C -4.16212 -0.10616 -0.36798 -0.821 2.010 3.392
C -3.80912 -0.27616 1.18002 -0.635 1.627 -4.140
O -3.11412 -1.39416 1.35802 1.378 -4.798 0.562
C -2.83912 -1.61916 2.72202 -1.445 -0.392 1.633
H 0.47788 -0.98216 -3.55598 0.146 -0.581 -0.184
H 1.45288 0.28384 -2.63998 -1.981 -0.312 -1.801
H 0.80888 0.58984 -4.44198 -0.759 -0.797 2.094
H -1.58112 -1.08516 -2.83198 1.922 -7.908 1.173
H -2.03912 -0.07116 -4.10998 -0.273 -0.324 -0.319
H -4.02312 -0.49016 -2.59598 1.572 1.095 -1.721
H -3.12412 1.19184 -2.56998 -1.071 -0.231 0.572
H -5.11112 -0.66216 -0.56798 1.327 -0.682 -0.903
H -4.53112 0.93784 -0.39798 0.151 -0.096 -0.201
H -4.71412 -0.18116 1.68802 -1.704 -0.198 1.223
H -3.16512 0.48984 1.46402 0.853 2.301 0.487
H -2.35412 -0.74216 3.06302 1.135 0.776 0.777
H -2.36212 -2.54716 3.07402 0.465 0.319 -1.406
H -3.73812 -1.68316 3.38202 -0.176 0.344 -0.880
```
Forces are in eV/Å.


# 3
Below is a molecular structure, C24H26AsF5N5O9PrS, with properties calculated with the ωB97M-V functional and the def2-TZVPD basis.

Computed properties:
Net charge = 0
Gap between HOMO and LUMO (alpha / beta) = 8.83 / 8.90 eV
<S²> = 2.002
Highest occupied orbital energy (alpha / beta) = -0.31442 / -0.31705 Ha
2S+1 = 3

The geometry in XYZ format:
```
72
Properties=species:S:1:pos:R:3:forces:R:3
Pr -0.01930 0.45560 -0.09840 -2.944 0.295 4.458
O 2.36810 -3.16340 -1.46650 -0.211 1.151 0.446
As 1.22340 -1.74740 -1.94890 2.236 -3.224 -1.527
O 0.58160 -2.47700 -3.24660 -0.443 0.312 -0.709
O 0.29560 -1.70030 -0.59570 -0.063 -0.524 0.424
C 2.55740 -0.31590 -1.98430 -0.481 -0.385 0.036
C 3.87280 -0.57550 -1.61850 0.028 -0.263 -0.035
C 4.73880 0.47540 -1.36010 -0.104 0.024 -0.082
C 4.29930 1.78800 -1.44890 -0.259 -0.035 -0.110
C 2.99390 2.04900 -1.83560 0.056 0.225 -0.061
C 2.14090 0.99390 -2.11430 -0.546 0.111 -0.213
S 0.44390 1.40150 -2.53540 0.408 2.038 -3.024
O 0.06330 2.32960 -1.45690 0.276 0.815 -0.776
O 0.37780 1.92500 -3.86350 0.158 -0.160 0.333
O -0.36040 0.17950 -2.30430 0.171 -0.500 -2.065
H 2.61960 -3.57900 -2.29460 -0.095 -0.005 -0.296
H 4.20020 -1.60040 -1.49960 -0.063 0.112 0.071
H 5.75310 0.27050 -1.05050 0.037 -0.065 0.011
H 4.95880 2.60820 -1.20620 0.040 0.029 -0.001
H 2.61200 3.05810 -1.90060 0.074 0.074 0.026
N 4.02100 -1.30420 1.58440 0.290 0.035 -0.039
C 2.70840 -1.92400 1.65750 -0.162 0.087 0.025
C 2.47600 -2.82680 2.88940 -0.008 -0.035 -0.187
C 2.32580 -4.30270 2.50540 -0.222 0.067 0.024
C 0.87210 -4.72290 2.25320 0.353 -0.287 0.269
N 0.06580 -3.83730 1.43810 0.181 0.455 -0.074
C -0.33200 -4.07900 0.19900 -0.549 -0.854 0.202
N -1.48610 -3.54680 -0.22610 -0.063 0.039 -0.275
N 0.24880 -5.04050 -0.54700 -0.031 0.187 0.080
C 1.62750 -0.85110 1.47400 0.371 -1.560 1.627
O 0.46740 -1.04020 1.93070 0.366 0.152 0.009
O 1.94230 0.16190 0.81230 1.673 0.550 0.428
H 4.73810 -1.95460 1.88630 -0.060 0.124 0.021
H 4.06830 -0.46850 2.15430 0.066 -0.031 0.030
H 2.61680 -2.53550 0.74790 -0.148 -0.009 0.115
H 1.58490 -2.49120 3.42120 0.015 0.016 0.146
H 3.32690 -2.71300 3.56770 -0.110 0.045 -0.077
H 2.70020 -4.94150 3.30880 -0.031 -0.049 -0.049
H 2.93440 -4.50570 1.62410 0.100 -0.062 -0.097
H 0.36480 -4.77190 3.22120 0.027 -0.103 -0.047
H 0.84530 -5.72360 1.81190 -0.111 0.099 0.117
H -0.10280 -2.89320 1.80360 -0.022 -0.101 -0.140
H -1.80770 -2.73700 0.30100 0.014 -0.122 -0.104
H -1.56900 -3.43380 -1.23160 0.101 0.085 0.194
H 1.23520 -5.19180 -0.38800 -0.088 0.193 -0.100
H -0.00840 -5.04130 -1.52600 0.063 -0.039 0.102
O -2.45360 -0.86450 0.53270 -0.018 0.213 0.129
C -3.34490 -0.77000 -0.57010 -0.244 -0.063 -0.276
C -3.49110 0.64400 -1.08380 -0.015 0.229 0.147
C -4.47660 0.98380 -2.00380 0.096 -0.022 0.149
C -4.58350 2.30360 -2.40480 0.201 -0.112 0.124
C -3.70260 3.23140 -1.86780 -0.001 -0.055 0.078
C -2.74390 2.79680 -0.96650 -0.193 0.225 -0.051
N -2.63270 1.52780 -0.58200 -0.127 -0.285 -0.361
H -2.77130 -0.26660 1.23610 0.238 -0.070 -0.123
H -4.33750 -1.16320 -0.29900 0.272 -0.009 -0.131
H -2.91830 -1.38040 -1.37600 -0.103 -0.039 0.174
H -5.14120 0.22620 -2.38700 -0.121 -0.105 -0.050
H -5.33960 2.60040 -3.11700 -0.029 0.030 -0.038
H -3.75840 4.27190 -2.14470 0.042 0.098 0.003
H -2.03600 3.48390 -0.52350 0.060 0.046 -0.032
F 1.44970 2.84340 0.85840 -0.022 0.467 0.192
C 0.31650 3.11110 1.58670 -0.547 -0.631 0.094
C -0.64800 2.10530 1.61640 -0.210 2.111 1.432
C -1.76060 2.44800 2.37290 0.799 -0.367 -0.609
F -2.76640 1.51870 2.40530 -0.404 0.168 0.408
C -1.92680 3.64070 3.06330 -0.089 -0.241 -0.109
F -3.03490 3.89460 3.78260 0.166 0.002 -0.064
C -0.91640 4.59500 2.99270 0.055 -0.118 -0.123
F -1.04270 5.75110 3.66190 0.043 -0.174 -0.164
C 0.21840 4.34030 2.22680 -0.040 -0.114 0.044
F 1.18420 5.27010 2.13600 -0.102 -0.092 0.049
```
Forces are in eV/Å.


How do the records compare in maximum force? In the order shown, they have 0.0541 0.2261 0.1041 Eh/bohr.
How do the records compare in energy relative to the best compared isomer or geometry (same formula, charge and spin)? In the order shown, they have 81.4 174.3 200.6 kJ/mol.